# C25H28F5HgO2S

C25H28F5HgO2S as an isolated structure (wB97M-V/def2-TZVPD, OMol25).

Calculated values
ΔE to the lowest compared entry with this formula, charge and spin   30.2 kcal per mole
HOMO energy (alpha / beta)   -0.1193 / -0.1192 hartree
Kohn-Sham gap (alpha / beta)   4.46 / 4.25 eV
Charge   -1
M   688.1 g/mol
E   -2170.64716 hartree
Multiplicity   1

Each line ends with the natural charge from an NBO analysis.
Positions of all 62 atoms, in Å:
Hg1 -0.300 -3.195 -2.788  0.05
S1 1.858 -3.508 0.180  -0.42
F1 0.982 -1.339 1.963  -0.32
F2 1.412 -6.066 1.676  -0.31
F3 -0.359 -4.059 5.573  -0.32
F4 0.480 -6.299 4.224  -0.32
F5 0.056 -1.546 4.491  -0.33
O1 0.165 -2.667 -5.159  -0.57
O2 0.187 2.257 -2.602  -0.55
C1 1.229 1.596 1.405  -0.19
C2 1.387 1.704 -3.218  -0.06
C3 -0.641 -1.963 -6.106  -0.07
C4 0.026 -2.027 -7.488  -0.44
C5 -1.689 0.020 -0.423  -0.40
C6 -1.642 -0.086 0.994  -0.06
C7 0.380 -2.670 3.798  0.29
C8 -1.727 1.268 -3.751  -0.64
C9 1.907 2.856 -0.399  -0.06
C10 0.210 -3.935 4.362  0.19
C11 1.196 -3.014 -7.325  -0.44
C12 -0.505 2.146 -3.883  0.27
C13 0.879 -2.568 2.512  0.27
C14 2.919 1.878 -0.141  -0.40
C15 -2.261 -1.185 -0.925  -0.11
C16 -0.847 3.506 -4.460  -0.62
C17 0.588 -5.079 3.651  0.25
C18 0.864 2.679 0.555  -0.33
C19 2.482 1.081 0.954  -0.10
C20 -2.092 -1.385 1.359  -0.29
C21 1.268 -3.302 -5.821  -0.07
C22 -2.449 -2.076 0.170  -0.25
C23 1.256 -3.692 1.723  -0.27
C24 1.083 -4.959 2.362  0.28
C25 0.732 1.516 -4.583  -0.46
H1 3.005 0.230 1.379  0.23
H2 -1.330 0.858 -1.015  0.23
H3 2.194 -2.890 -5.391  0.18
H4 -2.384 1.644 -2.960  0.23
H5 1.228 -4.376 -5.578  0.19
H6 -1.340 0.706 1.670  0.20
H7 0.051 4.127 -4.529  0.21
H8 1.951 3.632 -1.153  0.20
H9 -2.796 -3.105 0.099  0.22
H10 2.141 -2.576 -7.648  0.21
H11 2.211 2.425 -3.178  0.17
H12 0.629 0.471 -4.879  0.21
H13 -0.782 -0.933 -5.731  0.18
H14 -1.638 -2.434 -6.114  0.18
H15 1.034 -3.940 -7.884  0.21
H16 -2.543 -1.373 -1.962  0.20
H17 1.671 0.763 -2.730  0.21
H18 -0.053 3.262 0.610  0.21
H19 0.662 1.230 2.255  0.22
H20 -2.294 1.275 -4.689  0.20
H21 1.174 2.120 -5.377  0.20
H22 3.845 1.763 -0.702  0.21
H23 0.412 -1.052 -7.792  0.21
H24 -0.705 -2.356 -8.227  0.21
H25 -1.450 0.233 -3.522  0.23
H26 -2.197 -1.765 2.370  0.22
H27 -1.267 3.378 -5.468  0.20
H28 -1.594 4.010 -3.839  0.21

Cartesian forces, eV/Å:
Hg -0.3187 -0.3486 1.4084
S 0.6162 0.0685 -1.4929
F 0.0345 -0.1966 0.3924
F -0.0541 -0.0281 0.3225
F -0.0222 -0.0373 0.4374
F -0.1503 0.2525 -0.0044
F -0.0396 -0.5205 -0.1522
O 0.5374 0.4393 -2.0196
O 0.2540 -0.1856 -1.0681
C -1.8565 2.4636 -1.0830
C 0.2297 -0.3433 0.6143
C -0.5666 0.1644 0.3934
C 0.1044 0.0737 0.2174
C -0.4355 -0.4665 -0.1671
C 0.1343 0.5080 -1.4681
C 0.1039 -0.2159 -0.2655
C -0.1417 -0.1820 -0.1448
C 0.9643 -0.7045 0.5368
C 0.1444 0.0021 -0.3345
C -0.1228 -0.1869 0.1797
C -0.0982 0.0468 -0.4250
C 0.0118 -0.5386 -0.2218
C -0.4246 -0.5925 0.7489
C 0.9802 2.0560 -0.2727
C -0.1726 0.0716 0.0462
C 0.1091 0.4015 -0.3187
C -0.1600 -1.6140 1.9108
C 1.7067 0.7929 -1.8107
C -1.2164 -2.2404 -1.4829
C 0.3243 -0.1595 0.5643
C 0.1670 0.1619 3.1032
C -0.6792 -0.1707 1.6919
C -0.0273 0.9955 -0.0923
C -0.2001 0.1581 0.5606
H -0.1375 0.1503 -0.1332
H -0.1694 -0.1754 0.2295
H -0.2171 -0.1812 -0.0501
H 0.1109 -0.0504 -0.0508
H 0.0537 0.3206 -0.1506
H -0.0365 -0.2409 -0.1370
H -0.1323 -0.0130 0.0421
H -0.0735 -0.1375 0.0690
H 0.0747 0.3410 0.0832
H -0.1395 -0.0762 -0.1493
H -0.0344 -0.1814 -0.0079
H -0.0242 0.1539 -0.0378
H 0.0892 -0.3405 -0.2580
H 0.2491 0.0953 -0.0644
H 0.0069 0.1587 0.0098
H 0.1849 0.0199 0.3799
H 0.0807 0.3299 0.0274
H 0.2692 -0.1930 0.0115
H 0.1946 0.0227 -0.2596
H 0.0474 -0.0526 0.0402
H -0.1756 -0.1067 -0.0533
H -0.2993 -0.0580 0.1960
H -0.1558 -0.0011 0.0362
H 0.1450 0.0310 -0.0889
H -0.0385 0.1734 0.0887
H 0.1652 0.0088 -0.2248
H 0.1146 0.0556 0.1903
H 0.1117 0.0218 -0.0417


# C3H2O4

A 2-piece molecular cluster, C3H2O4 overall (wB97M-V/def2-TZVPD, OMol25).

Calculated values
ΔE to the lowest compared entry with this formula, charge and spin   28.8 kcal per mole
SMILES   O=C=CO.O=C=O
HOMO energy   -0.3182 hartree
Kohn-Sham gap   8.85 eV
Charge   0
M   102.0 g/mol
E   -416.43892 hartree
Multiplicity   1

Each line ends with the natural charge from an NBO analysis.
Positions of all 9 atoms, in Å:
O1 1.579 1.413 -1.000  -0.54
O2 3.059 0.792 0.621  -0.49
O3 -0.918 -2.544 1.108  -0.43
O4 -1.589 0.034 -1.057  -0.66
C1 -1.086 -1.523 0.630  0.66
C2 2.335 1.015 -0.219  1.03
C3 -1.236 -0.300 0.206  -0.24
H1 -0.944 0.752 -1.238  0.48
H2 -1.201 0.361 0.947  0.20

Cartesian forces, eV/Å:
O -0.5295 -0.3752 -0.8390
O 1.9685 -1.2459 1.8845
O 0.2304 -2.2355 0.8657
O 0.7176 1.4017 -1.0744
C 0.0467 1.0176 -0.6271
C -1.5365 1.5923 -1.0397
C -0.2374 -2.6563 -1.4075
H -0.7093 -0.5424 -0.6555
H 0.0494 3.0437 2.8930